Entry 1:
Formula: C10H23O5S3
Source: OMol25
Level of theory: ωB97M-V/def2-TZVPD

max |F| = 0.01532 Eh/bohr
2S+1 = 1
gap between HOMO and LUMO = 10.8 eV
total energy = -1965.29583 hartree
HOMO energy = -13.4 eV
charge = +1

Each line ends with the Löwdin charge.
CARTESIAN COORDINATES (ANGSTROEM)
O  2.600  0.719  2.889  -0.058
C  1.551  1.509  2.364  -0.286
C  0.329  1.264  3.261  -0.368
S  -1.177  0.767  2.385  1.101
H  3.234  0.520  2.190  0.099
H  1.806  2.571  2.390  0.130
H  1.340  1.248  1.323  0.103
H  0.548  0.414  3.906  0.099
H  0.039  2.127  3.854  0.095
H  -0.861  -0.482  1.984  -0.037
H  -0.993  1.403  1.172  -0.044
C  -3.094  1.912  -2.956  -0.205
C  -1.887  2.632  -3.573  -0.198
C  -1.320  3.577  -2.507  -0.201
S  -1.729  2.840  -0.924  0.696
O  -2.634  3.679  -0.185  -0.295
O  -0.544  2.337  -0.225  -0.388
C  -2.626  1.438  -1.586  -0.223
H  -3.423  1.076  -3.571  0.123
H  -3.934  2.600  -2.847  0.125
H  -1.129  1.900  -3.858  0.123
H  -2.161  3.187  -4.467  0.122
H  -0.240  3.694  -2.564  0.110
H  -1.798  4.555  -2.522  0.114
H  -3.431  1.187  -0.896  0.114
H  -1.924  0.606  -1.670  0.110
C  1.979  -3.634  1.631  -0.207
C  2.268  -4.385  0.327  -0.201
C  1.200  -3.971  -0.691  -0.207
S  0.683  -2.308  -0.242  0.662
O  -0.696  -2.289  0.205  -0.345
O  1.116  -1.351  -1.227  -0.321
C  1.729  -2.189  1.218  -0.239
H  2.808  -3.708  2.333  0.123
H  1.090  -4.043  2.117  0.124
H  3.256  -4.106  -0.043  0.122
H  2.264  -5.463  0.471  0.122
H  1.573  -3.938  -1.711  0.109
H  0.315  -4.603  -0.641  0.111
H  1.221  -1.595  1.976  0.079
H  2.651  -1.696  0.911  0.108

Entry 2:
Formula: C10H24AlIO2P2
Source: OMol25
Level of theory: ωB97M-V/def2-TZVPD

max |F| = 0.09130 Eh/bohr
2S+1 = 1
gap between HOMO and LUMO (spin up / spin down) = 6.4 / 5.0 eV
total energy = -1768.10988 hartree
HOMO energy (spin up / spin down) = -16.4 / -15.8 eV
charge = +2

Each line ends with the Löwdin charge.
CARTESIAN COORDINATES (ANGSTROEM)
C  1.182  -0.064  -2.674  0.037
C  1.731  -0.280  -1.305  -0.408
H  1.780  0.705  -3.176  0.125
H  0.131  0.267  -2.638  0.097
H  1.239  -0.999  -3.248  0.126
O  2.664  0.368  -0.787  0.117
I  -1.080  -0.373  2.831  0.854
Al  0.422  -0.308  0.898  -0.304
P  -1.436  -1.803  -0.251  0.807
C  -1.341  -3.423  0.604  -0.210
C  -3.173  -1.300  0.043  -0.238
H  -3.841  -1.918  -0.576  0.078
H  -2.428  -2.929  -2.136  0.078
H  -3.289  -0.246  -0.242  0.061
H  -1.536  -1.467  -2.654  0.054
H  -1.856  -3.371  1.568  0.053
H  -3.426  -1.414  1.105  0.028
C  -1.510  -2.341  -1.993  -0.220
H  -1.807  -4.182  -0.037  0.080
H  -0.636  -2.955  -2.242  0.065
H  -0.289  -3.687  0.764  0.056
P  0.426  2.140  0.694  0.787
C  2.067  2.799  1.169  -0.202
C  0.179  2.858  -0.963  -0.222
H  -1.736  2.740  1.607  0.049
H  -0.664  4.169  1.429  0.075
H  -0.436  3.020  2.792  0.060
C  -0.713  3.113  1.735  -0.246
H  -0.646  2.336  -1.462  0.050
H  -0.077  3.919  -0.853  0.073
H  2.036  3.897  1.162  0.082
H  2.813  2.430  0.455  0.052
H  1.088  2.756  -1.567  0.059
H  2.324  2.436  2.170  0.060
C  1.260  -1.519  -0.568  -0.279
O  1.644  -2.657  -0.703  0.228
C  1.995  -0.622  2.098  -0.123
H  1.962  -1.639  2.511  0.055
H  2.063  0.075  2.943  0.046
H  2.915  -0.528  1.496  0.059

Entry 3:
Formula: C10H24ClI2OP2Tl
Source: OMol25
Level of theory: ωB97M-V/def2-TZVPD

relative energy (zero: lowest compared OMol25 entry of this formula, charge and spin) = 212.7 kJ/mol
max |F| = 0.26049 Eh/bohr
2S+1 = 1
gap between HOMO and LUMO (spin up / spin down) = 4.9 / 5.0 eV
total energy = -2380.73280 hartree
HOMO energy (spin up / spin down) = -15.9 / -15.9 eV
charge = +2

Each line ends with the Löwdin charge.
CARTESIAN COORDINATES (ANGSTROEM)
I  -0.519  2.755  0.996  0.582
I  0.788  -1.338  -2.664  0.605
Tl  -0.153  0.599  -0.820  -0.404
P  -0.475  2.230  -2.739  0.684
C  0.997  3.123  -3.183  -0.206
C  -1.072  1.359  -4.177  -0.258
H  -2.613  2.894  -1.875  0.051
H  -2.036  3.895  -3.260  0.088
H  -1.371  4.149  -1.599  0.031
C  -1.747  3.407  -2.316  -0.260
H  -1.896  0.687  -3.902  0.053
H  -1.432  2.133  -4.873  0.087
H  0.735  3.796  -4.019  0.097
H  1.792  2.436  -3.506  0.077
H  -0.272  0.767  -4.640  0.032
H  1.362  3.721  -2.336  0.076
C  1.820  1.110  -0.692  -0.274
O  2.986  1.387  -0.578  0.183
Cl  -2.428  0.083  -1.067  0.117
C  -2.278  -1.894  2.194  -0.113
C  -0.940  -1.346  2.686  -0.352
P  0.178  -0.934  1.320  0.982
C  1.513  -0.056  2.270  -0.388
C  2.026  -0.809  3.487  -0.099
C  0.428  -2.607  0.525  -0.421
C  0.747  -3.728  1.490  -0.103
H  -2.762  -1.156  1.565  0.045
H  -2.898  -2.089  3.062  0.096
H  -2.154  -2.823  1.640  0.077
H  -1.107  -0.432  3.247  0.101
H  -0.444  -2.077  3.351  0.110
H  2.340  0.163  1.604  0.059
H  1.078  0.920  2.599  0.042
H  2.469  -1.749  3.172  0.077
H  2.802  -0.202  3.941  0.100
H  1.253  -0.972  4.225  0.078
H  -0.487  -2.841  -0.060  0.090
H  1.258  -2.510  -0.192  0.001
H  -0.065  -3.919  2.182  0.077
H  0.912  -4.631  0.909  0.102
H  1.665  -3.503  2.032  0.077

Entry 4:
Formula: C10H24F4NaO5S3Tl
Source: OMol25
Level of theory: ωB97M-V/def2-TZVPD

max |F| = 0.08546 Eh/bohr
2S+1 = 1
gap between HOMO and LUMO = 1.8 eV
total energy = -2699.50473 hartree
HOMO energy = -14.2 eV
charge = +2

Each line ends with the Löwdin charge.
CARTESIAN COORDINATES (ANGSTROEM)
Na  -3.506  7.983  0.073  0.552
Tl  -4.964  5.270  -2.254  1.041
F  -5.436  6.371  0.396  -0.686
C  -1.415  10.028  1.311  -0.259
O  -2.122  8.942  1.829  -0.114
O  -0.913  9.568  0.056  0.098
C  -2.409  11.294  1.419  -0.495
F  -2.127  12.361  0.675  0.213
F  -3.614  10.881  1.050  0.158
F  -2.540  11.657  2.735  0.155
C  -2.520  8.756  3.180  -0.202
C  -2.889  7.263  3.358  -0.041
H  -3.202  6.876  4.327  0.100
H  -3.603  7.104  2.549  0.050
H  -2.066  6.602  3.083  0.076
H  -3.494  9.221  3.331  0.109
H  -1.881  9.043  4.015  0.145
H  -0.468  10.253  1.801  0.213
C  -1.669  1.922  3.115  -0.214
S  -1.720  3.240  1.795  0.958
O  -1.635  2.628  0.362  -0.476
C  -3.535  3.565  1.877  -0.230
H  -2.014  2.285  4.083  0.063
H  -0.645  1.565  3.233  0.059
H  -2.251  1.017  2.940  0.069
H  -3.804  4.296  1.115  0.036
H  -3.601  4.115  2.816  0.039
H  -4.113  2.678  2.136  0.057
C  -6.842  9.223  1.245  -0.227
S  -7.288  10.433  2.547  1.008
O  -8.816  10.748  2.419  -0.415
C  -7.178  9.240  3.983  -0.196
H  -6.475  9.673  0.321  0.063
H  -7.679  8.545  1.082  0.079
H  -6.053  8.669  1.754  0.020
H  -6.143  9.081  4.287  0.045
H  -7.606  8.276  3.707  0.068
H  -7.711  9.497  4.898  0.074
C  -7.707  3.709  1.266  -0.189
S  -7.459  2.596  -0.267  0.908
O  -6.295  3.143  -1.099  -0.752
C  -6.819  1.162  0.693  -0.254
H  -8.545  3.301  1.831  0.061
H  -7.798  4.708  0.841  0.038
H  -6.755  3.583  1.780  0.031
H  -6.790  0.265  0.074  0.053
H  -7.268  0.758  1.600  0.070
H  -5.749  1.216  0.894  0.041

> What is the formula in the fourth record?

C10H24F4NaO5S3Tl

> What is the formula in the second record?

C10H24AlIO2P2